No. 1
{"formula": "C7H21AgBrNO3", "method": "ωB97M-V with the def2-TZVPD basis set", "symbols": ["Ag", "Br", "C", "C", "C", "O", "H", "H", "H", "H", "H", "H", "H", "H", "O", "H", "H", "C", "C", "C", "O", "C", "N", "H", "H", "H", "H", "H", "H", "H", "H", "H", "H", "H"], "coordinates": [[2.7387, 3.5347, 3.8907], [1.0754, 0.8051, 1.8426], [-5.0796, -0.0930, 4.3261], [-4.2849, 0.1523, 5.6219], [-3.9626, -1.1138, 6.4018], [-3.0390, 0.6720, 5.2523], [-4.4021, -0.2898, 3.4953], [-5.5904, 0.7995, 3.9648], [-5.7739, -0.9322, 4.3693], [-4.7911, 0.9021, 6.2300], [-4.8438, -1.4507, 6.9477], [-3.2563, -0.9600, 7.2176], [-3.5516, -1.8677, 5.7303], [-2.7451, 0.1461, 4.5048], [1.1567, -3.8174, 1.6836], [0.8084, -4.1356, 0.8508], [1.1622, -2.8645, 1.5931], [2.4429, -0.8729, -5.4804], [2.4748, -0.3689, -4.0351], [2.4745, 1.1278, -3.9408], [3.7322, 1.6379, -4.3199], [3.6783, 3.0225, -4.5605], [1.3511, -0.9203, -3.3390], [3.2814, -0.5712, -6.1081], [1.5415, -0.5495, -6.0011], [2.5614, -1.9559, -5.5151], [3.3634, -0.7881, -3.5633], [2.2574, 1.4873, -2.9350], [1.6711, 1.5205, -4.5641], [4.6412, 3.5116, -4.7076], [3.1847, 3.6087, -3.7853], [3.0225, 3.2059, -5.4116], [1.3388, -0.6534, -2.3650], [1.3617, -1.9291, -3.2906]], "forces_ev_per_angstrom": [[-0.165, -0.241, -0.151], [0.147, 0.244, 0.175], [-0.200, 0.066, -0.067], [-0.092, -0.925, -0.388], [-0.922, 0.022, 0.720], [1.194, 1.410, -0.357], [0.317, -0.420, 0.071], [-0.263, 0.052, 0.383], [-0.104, 0.137, 0.172], [0.112, -0.050, 0.121], [-0.239, -0.534, -0.414], [0.298, 0.438, -0.302], [-0.213, -0.192, 0.061], [0.138, -0.008, -0.023], [0.082, -0.012, 0.211], [-0.099, -0.185, -0.213], [0.010, 0.200, -0.006], [0.467, -0.023, -0.327], [0.996, -1.082, -0.577], [0.080, 0.430, 0.003], [0.456, 0.186, 0.070], [-0.823, 0.558, -0.344], [-1.600, -0.097, 0.781], [0.172, 0.588, 0.353], [-0.174, -0.207, 0.158], [-0.550, -0.166, 0.193], [0.691, 0.462, -0.143], [-0.131, -0.140, 0.472], [-0.117, 0.122, -0.335], [0.180, -0.697, -0.152], [-0.042, -0.258, 0.748], [0.208, 0.081, -0.509], [0.059, 0.384, 0.128], [0.127, -0.145, -0.515]], "gap_ev": [3.6710, 3.2780], "e_homo_ev": [-11.1, -11.1], "multiplicity": 2, "total_charge": 1, "s2": 0.7526}

---

No. 2
{"formula": "C4H4N2O", "method": "ωB97M-V with the def2-TZVPD basis set", "symbols": ["O", "C", "C", "C", "N", "C", "N", "H", "H", "H", "H"], "coordinates": [[2.3295, -0.9903, -0.1395], [1.1978, -0.5780, -0.0862], [0.8552, 0.9119, 0.0195], [-0.5819, 1.3357, 0.1627], [-1.4136, 0.2841, 0.0740], [-1.0641, -1.0762, -0.0121], [0.1215, -1.5229, -0.0796], [1.5408, 1.4229, 0.6952], [1.3367, 1.5158, -0.7487], [-2.4113, 0.4710, 0.1150], [-1.9107, -1.7740, -0.0005]], "forces_ev_per_angstrom": [[-0.425, 0.304, -0.039], [0.402, 0.193, 0.095], [-0.365, -0.544, 0.067], [0.269, -0.332, -0.204], [0.235, 0.491, 0.119], [0.352, 0.009, -0.037], [-0.112, 0.227, -0.052], [-0.357, -0.317, 1.220], [-0.474, -0.294, -1.208], [0.261, 0.030, 0.062], [0.213, 0.233, -0.022]], "e_above_lowest_kj_mol": 254.5, "gap_ev": 8.3067, "e_homo_ev": -8.8, "total_charge": 0}

---

No. 3
{"formula": "C31H47GdNO4P2", "method": "ωB97M-V with the def2-TZVPD basis set", "symbols": ["Gd", "C", "C", "C", "C", "C", "C", "H", "H", "H", "C", "H", "H", "H", "C", "H", "H", "H", "C", "H", "H", "H", "C", "H", "H", "H", "C", "C", "C", "C", "C", "C", "C", "C", "H", "H", "H", "H", "H", "H", "H", "H", "H", "H", "H", "H", "P", "P", "C", "C", "H", "H", "H", "H", "C", "H", "H", "H", "C", "H", "H", "H", "C", "H", "H", "H", "C", "H", "H", "H", "O", "C", "O", "C", "C", "C", "C", "C", "C", "N", "O", "O", "H", "H", "H", "H"], "coordinates": [[-1.0314, 1.3916, 0.7603], [0.5070, 1.1371, 2.8445], [1.2499, 1.3708, 1.6378], [-0.0369, 3.2415, 2.0619], [-0.2882, 2.2922, 3.1029], [0.9701, 2.7059, 1.1953], [0.7805, 0.0243, 3.7812], [1.8225, 0.0159, 4.1439], [0.6107, -0.9389, 3.2785], [0.1311, 0.0550, 4.6647], [-0.9753, 2.6089, 4.3804], [-0.4231, 2.2430, 5.2612], [-1.9644, 2.1392, 4.4088], [-1.1211, 3.6889, 4.5180], [-0.6544, 4.5863, 1.9544], [-0.7281, 5.0827, 2.9352], [-1.6755, 4.4882, 1.5509], [-0.0758, 5.2403, 1.2870], [1.6369, 3.4415, 0.0922], [2.1398, 4.3544, 0.4621], [0.9148, 3.7608, -0.6774], [2.4106, 2.8194, -0.3803], [2.1133, 0.3919, 0.9417], [3.1869, 0.5655, 1.1002], [1.9518, 0.4442, -0.1477], [1.8990, -0.6277, 1.2915], [0.4000, -3.6079, -0.2156], [1.4797, -3.2806, 0.5484], [2.8985, -3.1119, 0.0734], [3.0800, -3.2441, -1.4727], [2.9422, -1.9953, -2.2810], [1.8296, -1.2528, -2.3694], [0.6100, -1.4504, -1.5176], [0.0392, -2.8832, -1.4974], [3.5449, -3.8699, 0.5676], [2.3959, -4.0240, -1.8293], [3.3074, -2.1382, 0.3915], [0.3735, -3.4249, -2.3900], [-0.3382, -4.3422, 0.1112], [1.3470, -3.1536, 1.6266], [-1.0632, -2.8441, -1.5540], [0.7851, -1.1864, -0.4699], [1.8664, -0.3191, -2.9488], [-0.1868, -0.7774, -1.8807], [4.1134, -3.5787, -1.6284], [3.7975, -1.7580, -2.9152], [-0.4722, -0.8124, -4.2114], [-0.9037, 2.4604, -4.0240], [-0.8833, 0.1191, -5.7705], [-1.5471, 1.4695, -5.5059], [-1.5689, -0.5236, -6.3468], [0.0409, 0.2257, -6.3595], [-1.4720, 2.0932, -6.4096], [-2.6169, 1.3256, -5.2905], [-1.3749, 4.0824, -4.7980], [-0.9199, 4.8998, -4.2252], [-2.4648, 4.2049, -4.7852], [-1.0281, 4.1502, -5.8426], [0.8570, 2.5877, -4.6032], [0.9257, 2.6715, -5.7030], [1.4426, 1.7216, -4.2635], [1.2852, 3.4990, -4.1528], [-2.0750, -1.6513, -3.9565], [-2.1630, -1.9173, -2.8993], [-2.1292, -2.5615, -4.5669], [-2.8891, -0.9709, -4.2263], [0.3990, -2.2163, -5.0102], [0.0083, -2.3754, -6.0297], [0.2792, -3.1750, -4.4563], [1.4785, -2.0089, -5.0819], [-1.6294, -2.5074, 1.7868], [-1.8667, -1.4569, 2.3873], [-1.9136, -0.2652, 1.7896], [-2.1062, -1.5013, 3.8832], [-2.5814, -0.3849, 4.5789], [-2.3970, -0.2653, 5.9481], [-1.7951, -1.3317, 6.6547], [-1.5269, -2.5490, 6.0131], [-1.6683, -2.6297, 4.6279], [-1.1860, -1.0317, 7.9139], [-1.2014, 0.1606, 8.3037], [-0.6331, -1.9474, 8.5615], [-3.0702, 0.4244, 4.0273], [-2.6420, 0.6432, 6.4818], [-1.1460, -3.3725, 6.6239], [-1.4176, -3.5633, 4.1391]], "forces_ev_per_angstrom": [[-2.343, -0.506, -1.800], [0.715, 1.530, -0.278], [-0.185, 1.234, 1.111], [1.570, -0.400, 0.613], [1.657, 0.029, -0.453], [0.112, -0.115, 1.581], [-0.065, -0.798, 0.254], [-0.296, 0.150, -0.207], [0.043, -0.033, 0.259], [0.130, -0.039, -0.265], [-0.777, -0.074, 0.445], [-0.099, 0.054, -0.385], [0.066, 0.256, 0.212], [0.072, -0.304, -0.116], [-0.210, 0.409, -0.080], [-0.021, -0.150, -0.361], [0.098, 0.361, 0.072], [-0.237, -0.164, 0.165], [0.142, 0.221, -0.611], [-0.251, -0.377, -0.118], [0.298, 0.003, -0.037], [-0.255, 0.205, 0.012], [0.620, -0.219, -0.337], [-0.125, 0.013, 0.060], [0.197, -0.133, 0.296], [0.011, 0.209, -0.101], [-1.523, 0.261, -1.585], [1.856, 0.166, 0.961], [-0.329, 0.371, -1.137], [0.608, -0.449, 0.628], [-0.749, 0.311, -0.556], [1.071, 0.658, 0.883], [-0.477, -0.164, 0.150], [0.075, 0.019, 0.579], [-0.606, 0.250, 0.002], [0.365, -0.041, -0.055], [-0.248, -0.206, 0.264], [-0.082, -0.293, 0.152], [0.131, 0.206, 0.415], [-0.204, -0.402, -0.050], [0.486, -0.295, 0.201], [0.145, 0.176, -0.125], [-0.096, -0.576, 0.147], [0.458, -0.256, 0.317], [-0.379, -0.285, 0.041], [-0.216, 0.137, 0.209], [-0.340, 0.398, -1.506], [0.367, 0.265, -1.767], [-0.081, -0.344, 0.106], [-0.260, -0.008, 0.456], [0.283, 0.184, -0.049], [-0.211, 0.055, 0.242], [-0.059, -0.093, 0.336], [0.164, -0.002, -0.213], [-0.239, 0.234, 0.317], [-0.195, -0.081, -0.108], [0.210, 0.070, 0.022], [-0.069, -0.096, 0.426], [0.257, -0.055, 0.341], [-0.087, -0.033, 0.471], [-0.051, 0.250, -0.147], [-0.018, -0.369, -0.175], [-0.261, -0.080, 0.163], [-0.344, -0.006, -0.202], [-0.174, 0.225, 0.118], [0.022, -0.188, 0.159], [0.565, -0.666, -0.240], [0.080, 0.002, 0.357], [0.059, 0.666, -0.302], [-0.348, -0.114, -0.030], [0.368, 0.508, 0.118], [-0.543, 0.642, -1.025], [-0.427, -2.617, 1.309], [0.326, -0.382, 0.651], [-0.191, 0.014, -0.260], [0.286, -0.880, 0.453], [-0.176, 0.548, -2.218], [0.033, 0.315, 0.340], [-0.400, 0.667, 0.049], [1.059, 0.654, 3.304], [-0.055, -2.308, -0.876], [-1.150, 1.539, -1.474], [0.402, -0.313, 0.152], [0.012, -0.049, -0.080], [-0.034, 0.280, -0.407], [0.067, 0.216, -0.180]], "e_above_lowest_kj_mol": 456.9, "gap_ev": [4.8907, 3.5044], "e_homo_ev": [-9.2, -10.2], "multiplicity": 8, "total_charge": 1, "s2": 15.7889}